# 1
Density functional theory data (wB97M-V/def2-TZVPD) for a single C10H17IOSi molecule.

XYZ file:
```
30
Properties=species:S:1:pos:R:3:forces:R:3
C 1.095 0.529 1.307 4.95 1.90 -0.09
C 0.058 -0.059 1.160 -0.65 -0.80 0.89
C 1.914 0.301 -1.927 -0.82 2.21 -0.87
C 2.416 1.228 -1.150 -1.67 3.35 0.26
C 0.849 0.538 -2.963 -1.12 -0.93 0.26
C -2.811 0.029 2.138 -0.49 -1.21 -2.59
C -1.887 -0.816 -0.797 1.91 2.63 1.34
C -1.534 -2.863 1.380 1.26 0.38 1.39
C 3.421 1.025 -0.077 0.59 1.83 -0.49
C 2.715 1.328 1.261 -3.15 -1.95 -0.83
O 2.481 2.663 1.178 1.98 0.09 -0.54
Si -1.549 -0.959 1.086 -0.52 -0.13 -1.40
I 3.903 0.658 2.972 -0.42 0.21 -0.31
H 2.354 -0.629 -1.859 0.59 -2.28 -0.10
H 1.889 2.275 -1.157 1.25 -1.94 -0.15
H -0.108 0.050 -2.670 0.55 0.35 0.04
H 0.563 1.534 -3.324 0.63 0.08 0.70
H 1.118 -0.017 -3.833 0.32 -0.39 -0.92
H -3.102 -0.508 2.996 -0.79 -0.74 0.92
H -2.269 0.833 2.470 1.28 2.22 0.86
H -3.661 0.434 1.530 0.58 -0.66 0.62
H -2.848 -1.222 -0.829 -1.43 -0.94 -1.24
H -1.863 0.280 -1.094 -0.48 -1.13 0.44
H -1.027 -1.212 -1.350 -0.74 -0.74 0.06
H -1.618 -3.438 0.478 -0.35 0.02 -0.73
H -0.511 -3.165 1.750 -1.03 0.32 0.03
H -2.299 -3.232 2.095 0.49 0.33 -0.31
H 3.808 0.058 -0.255 0.62 -1.19 0.69
H 4.280 1.809 -0.211 -1.45 -1.42 0.57
H 1.734 2.930 1.647 -1.92 0.54 1.48
```
Positions in Å, forces in eV/Å.

Properties
- LUMO level: 0.3042 eV
- Energy above the lowest of the compared OMol25 structures with the same formula, charge and spin: 83.5 kJ/mol
- SMILES string: C/C=C/C[C@](O)(I)C#C[Si](C)(C)C
- Frontier orbital gap: 9.51 eV
- E_tot: -28667.90822 eV



# 2
Density functional theory data (wB97M-V/def2-TZVPD) for a molecular structure, CHF3NO5S2Tl.

XYZ file:
```
14
Properties=species:S:1:pos:R:3:forces:R:3
O -1.074 2.290 0.779 3.13 -0.97 -1.28
Tl 2.091 1.032 0.398 0.20 2.92 -3.46
H 1.319 0.769 2.796 2.76 1.56 -2.41
N -0.771 0.575 -0.991 2.22 0.17 -0.40
S 0.100 -0.706 -1.149 -2.80 -1.67 -0.98
O 1.432 -0.599 -0.424 -1.01 -4.13 -1.79
O 0.234 -1.500 -2.370 -0.18 1.99 1.82
S -0.126 2.028 -0.363 -5.98 2.99 -1.69
O 2.078 1.256 2.208 -1.73 -0.72 8.85
O -0.313 3.078 -1.414 1.73 -2.22 1.80
C -1.059 -1.835 -0.058 0.95 -0.44 -0.60
F -2.355 -1.636 -0.259 0.66 0.45 -0.13
F -0.780 -3.090 -0.380 0.04 -0.32 0.00
F -0.775 -1.663 1.227 0.02 0.39 0.27
```
Positions in Å, forces in eV/Å.

Properties
- LUMO level (alpha / beta): -4.0329 / -4.0294 eV
- Energy above the lowest of the compared OMol25 structures with the same formula, charge and spin: 0.0 kJ/mol
- Frontier orbital gap (alpha / beta): 6.16 / 6.17 eV
- E_tot: -47289.86361 eV



# 3
Density functional theory data (wB97M-V/def2-TZVPD) for a molecular structure, C30H32AsF5OSTeZn.

XYZ file:
```
72
Properties=species:S:1:pos:R:3:forces:R:3
Zn 0.059 -1.629 0.009 -0.21 0.48 0.16
C -1.307 -0.303 4.030 0.00 0.02 0.02
C -1.519 -1.269 2.894 -0.02 -0.03 0.03
C -0.901 -2.523 2.947 -0.04 0.00 0.00
C -0.149 -2.923 4.186 0.04 0.00 0.00
C -0.944 -3.385 1.846 0.00 0.03 -0.01
C -0.168 -4.679 1.878 0.02 0.00 -0.01
C -1.700 -3.022 0.708 -0.09 -0.02 -0.03
C -2.037 -4.028 -0.371 0.07 0.02 -0.06
C -2.326 -1.751 0.662 -0.01 -0.01 -0.02
C -3.120 -1.358 -0.560 -0.08 -0.02 0.01
C -2.257 -0.891 1.769 0.00 -0.03 -0.02
C -3.011 0.413 1.742 0.04 0.05 -0.03
H -0.289 -0.385 4.407 0.00 0.00 0.00
H -1.988 -0.494 4.864 -0.01 0.00 0.00
H -1.443 0.728 3.712 0.01 0.00 -0.01
H 0.874 -2.533 4.156 0.00 0.01 0.00
H -0.092 -4.003 4.294 0.00 0.00 0.00
H -0.626 -2.527 5.080 0.00 0.01 0.00
H 0.799 -4.530 2.356 -0.01 0.00 0.02
H 0.031 -5.052 0.878 0.00 0.00 0.00
H -0.698 -5.454 2.438 -0.01 -0.01 -0.01
H -1.658 -3.748 -1.353 -0.01 0.01 0.00
H -3.123 -4.110 -0.448 0.00 0.00 -0.01
H -1.644 -5.013 -0.145 -0.03 -0.01 0.02
H -2.751 -1.854 -1.453 -0.01 -0.01 0.00
H -3.062 -0.286 -0.741 0.01 0.00 0.00
H -4.175 -1.625 -0.438 0.00 0.01 0.01
H -2.421 1.210 1.276 0.01 -0.01 0.01
H -3.273 0.740 2.745 0.00 0.00 0.00
H -3.937 0.318 1.180 0.00 0.00 -0.01
S 1.454 -0.653 1.478 0.22 -0.22 -0.16
C 1.319 1.105 1.644 -0.08 0.06 0.14
C 1.786 1.589 2.873 -0.01 -0.02 0.02
C 1.829 2.942 3.149 -0.01 0.01 0.01
C 1.385 3.856 2.204 -0.01 -0.01 0.01
C 0.905 3.392 0.991 0.08 0.02 -0.02
C 0.881 2.030 0.688 -0.09 0.03 -0.03
As 0.137 1.395 -0.995 0.12 0.01 0.03
C -0.325 3.098 -1.829 -0.15 -0.09 -0.09
C 0.518 3.787 -2.693 0.04 0.02 0.03
C 0.086 4.956 -3.308 0.02 0.02 0.02
C -1.186 5.448 -3.059 -0.01 0.00 0.00
C -2.033 4.766 -2.196 0.01 0.01 0.03
C -1.606 3.592 -1.594 0.00 0.01 0.00
C 1.794 1.013 -1.974 0.00 0.06 0.19
C 3.042 1.246 -1.418 0.03 -0.08 0.00
C 4.197 0.869 -2.098 0.01 -0.07 0.04
C 4.118 0.254 -3.334 -0.09 -0.04 0.00
C 2.871 0.060 -3.921 0.07 0.04 -0.10
C 1.716 0.425 -3.241 -0.06 0.86 -0.20
H 2.123 0.875 3.614 0.02 0.00 -0.01
H 2.204 3.280 4.106 0.00 0.00 0.00
H 1.417 4.919 2.405 -0.02 0.00 0.01
H 0.559 4.105 0.255 0.01 0.00 0.00
H 1.518 3.420 -2.887 -0.01 -0.02 -0.01
H 0.750 5.482 -3.982 0.00 0.00 0.00
H -1.519 6.359 -3.539 0.00 0.00 0.00
H -3.029 5.143 -2.000 0.00 0.00 0.00
H -2.280 3.056 -0.934 0.00 -0.01 -0.01
H 3.128 1.712 -0.444 -0.02 -0.03 0.02
H 5.163 1.045 -1.639 0.01 0.00 -0.01
H 5.013 -0.072 -3.846 0.02 0.06 -0.02
H 2.793 -0.353 -4.919 0.01 -0.05 0.03
H 0.768 0.417 -3.766 -0.06 -0.30 0.12
F 2.492 -3.385 -3.411 0.12 0.22 -0.02
Te 1.062 -2.462 -2.686 -1.02 -2.53 0.67
F 0.983 -3.551 -1.048 0.20 0.13 -0.03
F 0.078 -3.959 -3.238 -0.13 0.15 -0.07
F 0.677 -1.916 -4.427 0.47 0.53 0.08
F 2.408 -1.755 -1.592 0.08 0.51 -0.48
O -0.334 -1.562 -1.940 0.55 0.21 -0.18
```
Positions in Å, forces in eV/Å.

Properties
- LUMO level: -1.1855 eV
- Energy above the lowest of the compared OMol25 structures with the same formula, charge and spin: 107.3 kJ/mol
- Frontier orbital gap: 6.67 eV
- E_tot: -174651.03812 eV



# 4
Density functional theory data (wB97M-V/def2-TZVPD) for a molecular structure, C6H13NO3S2.

XYZ file:
```
25
Properties=species:S:1:pos:R:3:forces:R:3
C -0.188 -0.866 0.897 3.99 -2.32 0.49
C -1.962 0.356 2.359 -1.18 0.77 -0.09
C 0.968 1.766 -2.644 1.32 1.69 3.76
C -1.498 -0.813 1.527 -3.34 -0.97 -0.29
C 0.054 1.957 -1.449 -2.06 -3.24 -0.40
C -0.740 0.631 -0.987 2.23 -1.51 -0.19
N 0.119 -0.327 -0.230 0.87 2.27 -2.90
O 1.717 -3.504 -0.243 0.74 0.88 1.78
O 2.753 -1.304 -0.232 0.27 -0.88 1.18
O 0.738 -1.609 1.444 -1.57 0.31 0.69
S 3.903 -3.172 1.740 -1.96 0.87 -0.74
S 2.480 -2.526 0.531 0.36 -0.09 -2.76
H -2.968 0.179 2.822 0.67 0.08 -0.93
H -1.914 1.369 1.940 -0.09 -0.37 -0.13
H -1.339 0.306 3.188 1.36 0.61 1.75
H 1.556 0.916 -2.498 1.59 -1.17 0.42
H 0.426 1.521 -3.435 -2.40 -0.41 -3.83
H 1.584 2.667 -2.742 -0.10 -0.41 -0.43
H -2.360 -1.140 0.849 1.48 0.49 0.24
H -1.477 -1.593 2.261 0.21 -0.79 0.19
H -0.792 2.506 -1.722 -1.10 1.61 -0.64
H 0.483 2.427 -0.628 0.96 0.62 1.56
H -1.508 0.729 -0.267 -1.29 1.22 0.04
H -1.096 -0.032 -1.807 -0.09 1.18 -0.07
H 1.060 -0.447 -0.675 -0.87 -0.45 1.29
```
Positions in Å, forces in eV/Å.

Properties
- LUMO level: -0.8463 eV
- Energy above the lowest of the compared OMol25 structures with the same formula, charge and spin: 88.7 kJ/mol
- Frontier orbital gap: 8.44 eV
- E_tot: -35733.58228 eV



# 5
Density functional theory data (wB97M-V/def2-TZVPD) for 9 unconnected molecules or ions with the total composition C54H42N3O32PS.

XYZ file:
```
133
Properties=species:S:1:pos:R:3:forces:R:3
C 2.370 -0.273 2.205 -0.15 -0.02 -1.28
P 1.013 -1.660 2.080 0.49 0.01 1.31
C 1.813 -2.987 0.964 1.38 -0.06 -1.02
C -0.485 -0.802 1.265 -0.41 0.67 -2.08
C -0.242 -0.565 -0.339 -0.07 3.46 -8.47
N -0.145 -0.204 -1.600 -0.77 -3.53 11.99
C -1.914 -1.590 1.429 0.03 -1.25 0.33
N -1.852 -3.051 0.987 0.36 1.81 -0.21
S -3.336 -0.697 0.516 0.61 -0.35 0.04
C -2.366 -1.593 3.039 -3.50 -1.70 8.26
N -2.829 -1.777 4.258 4.45 1.92 -11.61
H 2.028 0.621 2.898 0.72 -2.03 -1.41
H 2.589 0.068 1.093 -0.46 -0.39 2.77
H 3.333 -0.812 2.610 -1.96 1.17 -0.67
H 2.839 -2.558 0.532 -2.19 -0.80 0.77
H 1.182 -3.306 0.030 1.10 0.51 1.82
H 2.126 -3.891 1.659 -1.15 1.97 -1.65
H -0.606 0.245 1.775 0.34 -1.83 -1.16
H -0.942 -3.250 0.518 -1.23 0.25 0.44
H -2.664 -3.292 0.378 1.13 0.42 0.75
H -3.096 -1.001 -0.833 0.34 0.05 1.48
C -1.080 3.510 0.139 -0.14 0.06 -0.17
C -0.515 3.534 1.348 0.88 -1.25 -0.15
C -0.843 4.600 2.334 -0.15 0.64 0.70
O -0.323 4.585 3.444 -0.17 -0.31 -0.67
C -1.792 5.648 1.926 0.32 -0.28 0.33
C -2.354 5.626 0.716 -1.28 1.73 -0.12
C -2.046 4.545 -0.260 -0.10 -0.54 -0.99
O -2.593 4.541 -1.358 0.31 0.20 0.91
O -3.244 6.609 0.325 1.46 -1.66 -0.07
O 0.396 2.566 1.729 -0.96 1.37 0.28
H -0.852 2.739 -0.587 -0.02 -0.01 0.01
H -2.008 6.427 2.646 0.01 -0.04 -0.04
H -3.511 6.371 -0.589 -0.06 0.01 0.38
H 0.659 2.801 2.645 -0.13 -0.03 -0.33
C -4.713 1.433 6.134 0.14 0.23 -0.32
C -4.880 1.246 7.444 -1.17 -1.48 0.11
C -4.198 2.114 8.443 0.34 0.39 0.92
O -4.385 1.930 9.641 -0.06 -0.11 -0.88
C -3.308 3.174 7.942 -0.19 -0.21 0.29
C -3.139 3.359 6.631 1.26 1.50 -0.12
C -3.842 2.508 5.633 -0.36 -0.50 -0.89
O -3.681 2.714 4.435 0.12 0.12 0.81
O -2.302 4.351 6.153 -1.35 -1.54 -0.08
O -5.694 0.236 7.923 1.22 1.57 0.12
H -5.204 0.810 5.397 0.06 0.02 0.04
H -2.805 3.786 8.679 -0.04 -0.03 -0.04
H -2.350 4.283 5.175 0.14 0.05 0.37
H -5.651 0.307 8.901 -0.01 -0.02 -0.40
C 4.677 2.483 -0.088 -0.09 -0.44 0.11
C 5.372 3.440 -0.706 -0.89 1.73 0.49
C 6.545 3.113 -1.564 0.72 -0.14 -0.55
O 7.152 4.012 -2.135 -0.46 -0.35 0.50
C 6.935 1.700 -1.688 -0.11 0.50 -0.14
C 6.242 0.744 -1.067 0.84 -1.46 -0.42
C 5.053 1.069 -0.232 -0.60 0.03 0.45
O 4.425 0.166 0.312 1.03 0.35 -0.74
O 6.605 -0.586 -1.177 -1.11 1.46 0.63
O 5.026 4.772 -0.574 1.05 -1.60 -0.63
H 3.821 2.707 0.536 0.03 0.00 -0.05
H 7.800 1.478 -2.300 -0.37 0.06 0.16
H 5.949 -1.081 -0.639 0.30 0.21 -0.26
H 5.678 5.267 -1.117 -0.27 -0.19 0.21
C 0.757 -1.272 -4.525 -0.02 0.30 -0.16
C 0.981 -2.583 -4.623 -0.50 -0.51 1.43
C 1.561 -3.178 -5.859 0.33 -0.67 -0.60
O 1.774 -4.385 -5.913 -0.24 0.72 0.30
C 1.854 -2.278 -6.985 0.00 -0.34 0.16
C 1.626 -0.967 -6.888 0.53 0.69 -1.71
C 1.072 -0.369 -5.643 -0.39 0.72 0.72
O 0.891 0.842 -5.577 0.25 -0.85 -0.38
O 1.896 -0.116 -7.944 -0.59 -0.49 1.79
O 0.685 -3.438 -3.578 0.62 0.35 -1.63
H 0.338 -0.825 -3.632 0.06 -0.03 -0.08
H 2.258 -2.726 -7.884 -0.02 0.02 0.05
H 1.648 0.780 -7.627 0.10 -0.37 -0.11
H 0.939 -4.333 -3.893 -0.09 0.39 0.10
C 6.803 -6.145 1.996 0.08 -0.30 0.05
C 5.879 -5.186 2.072 0.86 1.45 -0.64
C 4.517 -5.464 2.605 -0.87 -0.14 0.34
O 3.694 -4.558 2.681 0.96 -0.42 0.02
C 4.208 -6.842 3.021 -0.13 0.47 -0.08
C 5.131 -7.802 2.941 -0.89 -1.66 0.66
C 6.502 -7.516 2.434 1.11 -0.25 -0.31
O 7.334 -8.416 2.390 -0.87 0.51 0.14
O 4.847 -9.098 3.328 1.13 1.59 -0.72
O 6.154 -3.895 1.659 -1.10 -1.38 0.69
H 7.798 -5.956 1.613 -0.06 -0.02 0.03
H 3.208 -7.034 3.389 0.06 0.02 -0.01
H 5.676 -9.603 3.176 -0.33 0.19 0.07
H 5.328 -3.389 1.817 0.33 -0.21 -0.03
C -8.799 3.656 -1.004 0.11 0.37 0.14
C -8.342 2.532 -1.560 -1.59 -1.13 -0.19
C -6.898 2.361 -1.882 0.90 -0.46 -0.35
O -6.504 1.309 -2.375 -0.56 0.64 0.37
C -5.990 3.482 -1.595 -0.03 -0.31 -0.10
C -6.448 4.607 -1.042 1.45 0.88 0.04
C -7.887 4.767 -0.695 -0.93 0.47 0.37
O -8.275 5.806 -0.171 0.58 -0.61 -0.39
O -5.600 5.665 -0.772 -1.80 -0.87 -0.11
O -9.194 1.484 -1.856 1.81 1.12 0.20
H -9.846 3.793 -0.762 0.07 0.00 0.00
H -4.946 3.351 -1.851 -0.01 0.02 0.01
H -6.169 6.360 -0.374 0.21 -0.27 -0.10
H -8.624 0.787 -2.249 -0.35 0.17 0.08
C 11.449 -0.487 -2.958 -0.44 0.23 0.07
C 12.782 -0.508 -3.021 0.49 -1.89 -0.31
C 13.584 0.737 -2.864 0.91 0.72 0.06
O 14.808 0.683 -2.909 -0.93 -0.28 -0.02
C 12.860 2.002 -2.664 0.33 -0.24 -0.04
C 11.527 2.023 -2.603 -0.47 1.91 0.27
C 10.727 0.774 -2.733 -0.55 -0.75 -0.10
O 9.504 0.823 -2.655 1.26 0.08 -0.20
O 10.840 3.209 -2.418 0.24 -2.06 -0.25
O 13.468 -1.690 -3.235 -0.28 2.01 0.33
H 10.854 -1.385 -3.068 0.03 0.06 0.02
H 13.454 2.902 -2.569 -0.04 -0.06 0.00
H 9.890 2.961 -2.408 0.32 0.26 -0.01
H 14.418 -1.443 -3.239 -0.37 -0.10 0.01
C -12.974 -2.328 -0.845 -0.05 -0.39 0.07
C -12.279 -1.371 -1.464 -0.89 1.68 0.49
C -11.107 -1.698 -2.321 0.84 0.02 -0.63
O -10.499 -0.799 -2.892 -0.58 -0.46 0.48
C -10.716 -3.111 -2.445 0.05 0.41 -0.08
C -11.409 -4.067 -1.824 0.92 -1.64 -0.47
C -12.598 -3.742 -0.989 -0.92 -0.13 0.70
O -13.226 -4.645 -0.445 0.68 0.45 -0.53
O -11.046 -5.397 -1.934 -1.09 1.58 0.61
O -12.625 -0.039 -1.331 1.05 -1.60 -0.67
H -13.830 -2.104 -0.221 0.06 -0.02 -0.05
H -9.851 -3.333 -3.057 -0.05 0.01 0.03
H -11.702 -5.892 -1.396 0.26 0.20 -0.22
H -11.973 0.456 -1.874 -0.20 -0.15 0.23
```
Positions in Å, forces in eV/Å.

Properties
- LUMO level: -2.0287 eV
- SMILES string: CP(C)[C@@H](C#N)[C@](N)(S)C#N.O=C1C=C(O)C(=O)C=C1O.O=C1C=C(O)C(=O)C=C1O.O=C1C=C(O)C(=O)C=C1O.O=C1C=C(O)C(=O)C=C1O.O=C1C=C(O)C(=O)C=C1O.O=C1C=C(O)C(=O)C=C1O.O=C1C=C(O)C(=O)C=C1O.O=C1C=C(O)C(=O)C=C1O
- Frontier orbital gap: 6.57 eV
- E_tot: -146781.86553 eV